w:
This record from the Open Molecules 2025 dataset describes an isolated ion of composition C7H13N2O2 and charge +1. The level of theory is ωB97M-V/def2-TZVPD.

Summary:
HOMO-LUMO gap ... 9.38 eV
Charge ... +1
Spin multiplicity ... 1

```
24
Properties=species:S:1:pos:R:3:mulliken_charge:R:1
H -1.22 -3.34 -0.91 0.308
C 1.72 -0.82 0.13 -1.220
C 1.69 0.70 0.50 0.517
H -3.54 -0.62 -0.10 0.353
H 0.77 2.29 -1.70 0.380
H 2.85 1.09 2.30 0.345
N -2.43 -0.47 -0.09 -0.074
C -2.17 0.81 0.16 0.323
C 0.30 1.03 -0.17 0.526
H 2.70 -1.18 -0.02 0.419
H -0.81 1.44 -1.92 0.400
O -0.71 1.06 0.56 -0.282
N -1.98 -2.57 -0.76 -0.284
H -3.02 -2.84 -0.86 0.230
C 0.25 1.28 -1.64 -1.081
C 1.81 0.83 2.05 -1.260
O -2.88 1.77 0.23 -0.427
H 0.64 0.65 -2.42 0.304
H 2.59 1.13 0.02 0.500
C -1.47 -1.42 -0.43 -0.140
H 1.18 1.70 2.25 0.348
H 1.01 -1.07 -0.72 0.225
H 1.28 -1.37 1.01 0.269
H 1.44 -0.09 2.53 0.319
```

x:
This record from the Open Molecules 2025 dataset describes an isolated ion of composition C7H13N2O2 and charge +1. The level of theory is ωB97M-V/def2-TZVPD.

Summary:
HOMO-LUMO gap ... 9.41 eV
SMILES ... Cc1[nH]o[n+](=O)c1C(C)(C)C
Charge ... +1
Spin multiplicity ... 1

```
24
Properties=species:S:1:pos:R:3:mulliken_charge:R:1
H 1.55 -2.24 1.45 0.353
C 1.01 -1.20 1.42 -1.542
H 1.07 0.94 -1.38 0.358
H 1.90 1.34 0.19 0.241
H 0.04 -1.46 1.80 0.384
N -1.66 -0.96 -0.17 0.897
H 0.00 2.72 1.23 0.369
C -0.57 2.54 0.25 -1.281
H 1.61 -0.68 2.09 0.417
O -2.86 -0.19 -0.21 -0.270
H 0.33 -1.65 -1.94 0.333
H -1.28 3.43 0.30 0.335
C -0.69 -0.10 0.03 -0.588
C 1.64 0.46 -0.60 -1.644
H 2.57 0.11 -0.90 0.516
H 0.34 -2.88 -0.42 0.353
H -3.32 1.83 -0.11 0.341
C -1.21 1.22 0.14 0.648
C 0.88 -0.72 -0.01 2.007
H 1.88 -2.22 -1.23 0.393
H 0.17 2.69 -0.55 0.332
O -1.74 -2.14 -0.41 -0.601
C 0.85 -1.90 -0.96 -1.410
N -2.51 1.08 -0.01 0.061
```

The computed energies, referenced to the most stable structure and given in eV, are w 0.000; x 3.696.

w:
This record from the Open Molecules 2025 dataset describes a 2-piece molecular cluster, C4H2F2 overall. The level of theory is ωB97M-V/def2-TZVPD.

Summary:
HOMO-LUMO gap (spin up / spin down) ... 9.08 / 9.08 eV
Charge ... 0
Spin multiplicity ... 1

```
8
Properties=species:S:1:pos:R:3:mulliken_charge:R:1
C 0.07 -1.01 0.05 0.016
H -1.16 0.82 1.02 0.288
F 1.57 1.22 1.14 -0.586
C 0.36 -2.23 0.15 -0.129
H -1.74 -0.11 -0.67 0.255
C 0.46 0.30 -0.45 0.714
C -0.90 0.21 0.06 -0.431
F 1.35 0.80 -1.30 -0.128
```

x:
This record from the Open Molecules 2025 dataset describes an isolated molecule of C4H2F2. The level of theory is ωB97M-V/def2-TZVPD.

Summary:
HOMO-LUMO gap (spin up / spin down) ... 9.64 / 5.04 eV
Charge ... 0
Spin multiplicity ... 1

```
8
Properties=species:S:1:pos:R:3:mulliken_charge:R:1
F 0.82 -1.62 1.94 -0.170
H -0.52 -0.34 -0.56 0.264
H 0.81 0.21 0.03 0.306
C -0.16 -0.08 0.39 -0.302
C -1.55 2.07 1.27 -0.073
C -0.08 -1.35 1.05 0.397
F -0.90 -2.35 0.91 -0.171
C -0.99 1.04 1.03 -0.250
```

The computed energies, referenced to the most stable structure and given in eV, are w 1.417; x 0.000.

w:
This record from the Open Molecules 2025 dataset describes a 2-piece molecular cluster, C4H13NS overall. The level of theory is ωB97M-V/def2-TZVPD.

Summary:
HOMO-LUMO gap ... 9.65 eV
SMILES ... CCS.CNC
Charge ... 0
Spin multiplicity ... 1

```
19
Properties=species:S:1:pos:R:3:mulliken_charge:R:1
H 0.06 3.52 0.78 0.359
H 0.28 -0.51 -0.74 0.135
H 1.22 -0.91 1.54 0.269
C 1.02 -1.61 0.73 -0.961
H -1.01 -3.13 -0.48 0.309
H -1.94 2.36 0.01 0.317
C -1.02 1.79 0.06 -0.281
C -0.42 -2.38 -1.03 -0.986
H -1.16 0.74 0.28 0.376
H 0.79 -2.58 1.18 0.340
C -0.11 2.49 1.07 -1.119
H 0.47 -2.88 -1.44 0.336
H -0.59 2.34 2.04 0.324
N -0.08 -1.27 -0.16 -0.179
H 1.94 -1.79 0.15 0.345
S -0.28 1.94 -1.64 -0.332
H -1.10 -2.08 -1.82 0.327
H 1.07 1.99 -1.73 0.127
H 0.85 1.97 1.20 0.294
```

x:
This record from the Open Molecules 2025 dataset describes a 2-piece molecular cluster, C4H13NS overall. The level of theory is ωB97M-V/def2-TZVPD.

Summary:
HOMO-LUMO gap ... 8.02 eV
SMILES ... CCN.CCS
Charge ... 0
Spin multiplicity ... 1

```
19
Properties=species:S:1:pos:R:3:mulliken_charge:R:1
N -1.55 -0.12 0.34 -0.475
C -0.72 0.40 2.71 -0.787
H -1.23 -0.49 3.02 0.295
C 1.88 -1.11 -1.32 -0.976
H 0.97 -1.63 -1.37 0.351
H 0.33 0.15 2.44 0.170
H 2.13 0.64 -2.66 0.366
H -2.34 1.26 1.73 0.366
H 2.19 -0.83 -0.34 0.264
C -1.46 0.89 1.46 -0.504
H -0.88 1.70 0.97 0.270
C 1.49 0.32 -1.90 -0.260
H -1.25 -0.45 -3.49 0.186
H 1.32 0.99 -1.01 0.212
H -2.00 -0.99 0.71 0.175
H 2.62 -1.61 -1.87 0.365
S -0.22 0.03 -2.62 -0.455
H -0.49 1.31 3.44 0.280
H -0.80 -0.45 -0.24 0.158
```

y:
This record from the Open Molecules 2025 dataset describes a 2-piece molecular cluster, C4H13NS overall. The level of theory is ωB97M-V/def2-TZVPD.

Summary:
HOMO-LUMO gap ... 9.69 eV
SMILES ... CCS.CNC
Charge ... 0
Spin multiplicity ... 1

```
19
Properties=species:S:1:pos:R:3:mulliken_charge:R:1
H -4.11 1.39 0.13 0.367
H 5.00 -1.46 -1.99 0.098
H 1.71 -1.71 -0.59 0.245
H 2.23 -0.06 -2.04 0.222
C -3.57 1.93 0.90 -0.893
H 3.51 0.60 -0.92 0.381
H -2.08 0.16 0.13 0.261
H -1.48 -0.66 1.57 0.320
S 4.35 -0.59 -2.78 -0.234
H -4.33 2.42 1.51 0.310
N -3.04 0.92 1.85 -0.359
H -2.94 -1.04 0.88 0.292
C -2.35 -0.15 1.16 -0.826
H -2.87 2.64 0.45 0.289
H 3.21 -1.47 0.35 0.300
H -2.38 1.37 2.46 0.237
C 3.09 -0.26 -1.41 -0.412
H 3.24 -2.48 -0.99 0.337
C 2.79 -1.55 -0.65 -0.937
```

z:
This record from the Open Molecules 2025 dataset describes a 2-piece molecular cluster, C4H13NS overall. The level of theory is ωB97M-V/def2-TZVPD.

Summary:
HOMO-LUMO gap ... 3.23 eV
Charge ... 0
Spin multiplicity ... 1

```
19
Properties=species:S:1:pos:R:3:mulliken_charge:R:1
C -2.33 -2.59 0.72 -0.358
H -0.03 1.71 0.03 0.324
S -0.78 -2.15 1.04 -0.706
H -3.08 -4.30 1.84 0.249
H -2.78 -1.48 0.57 0.070
C 1.05 2.22 -0.14 -0.753
H 3.64 2.76 -0.63 0.376
H 0.56 3.28 0.05 0.287
H -2.43 -3.29 -0.23 0.204
N 1.79 2.00 -1.46 -0.323
H 1.70 1.99 0.62 0.325
H 1.31 1.16 -1.80 0.398
C -3.27 -3.21 1.83 -0.879
H 3.56 2.01 -2.47 0.333
H -4.36 -3.02 1.69 0.280
C 3.37 1.87 -1.36 -0.747
H -3.06 -2.60 2.84 0.214
H 3.65 0.81 -1.10 0.308
H 1.50 2.82 -2.04 0.399
```

The computed energies, referenced to the most stable structure and given in eV, are w 0.000; x 3.178; y 0.440; z 5.256.

w:
This record from the Open Molecules 2025 dataset describes a 2-piece molecular cluster, CH7NOS overall. The level of theory is ωB97M-V/def2-TZVPD.

Summary:
HOMO-LUMO gap ... 10.41 eV
SMILES ... NCO.S
Charge ... 0
Spin multiplicity ... 1

```
11
Properties=species:S:1:pos:R:3:mulliken_charge:R:1
H -0.51 -0.29 0.69 0.265
C -1.44 0.06 0.23 -0.168
N -2.51 -0.31 1.10 -0.517
H -1.34 -1.27 -1.19 0.282
H 2.47 1.61 -0.23 0.161
O -1.58 -0.35 -1.12 -0.532
H -3.43 -0.11 0.75 0.235
H -1.35 1.14 0.18 0.259
H -2.43 -1.28 1.37 0.208
S 2.68 0.30 -0.03 -0.355
H 2.17 0.00 -1.23 0.163
```

x:
This record from the Open Molecules 2025 dataset describes a 2-piece molecular cluster, CH7NOS overall. The level of theory is ωB97M-V/def2-TZVPD.

Summary:
HOMO-LUMO gap ... 10.43 eV
SMILES ... NCO.S
Charge ... 0
Spin multiplicity ... 1

```
11
Properties=species:S:1:pos:R:3:mulliken_charge:R:1
H -2.59 -0.29 -0.97 0.326
H -0.13 1.10 1.21 0.250
N -0.58 0.23 0.95 -0.545
O -2.07 0.52 -0.91 -0.541
H 3.26 -0.90 -0.60 0.141
H 1.84 -0.89 0.66 0.128
S 3.11 -0.46 0.66 -0.296
H -0.48 -0.78 -0.89 0.248
H -0.08 0.94 -0.96 0.276
H -1.51 0.31 1.35 0.252
C -0.75 0.21 -0.50 -0.240
```

y:
This record from the Open Molecules 2025 dataset describes a 2-piece molecular cluster, CH7NOS overall. The level of theory is ωB97M-V/def2-TZVPD.

Summary:
HOMO-LUMO gap ... 10.62 eV
SMILES ... NCO.S
Charge ... 0
Spin multiplicity ... 1

```
11
Properties=species:S:1:pos:R:3:mulliken_charge:R:1
O -1.11 1.53 -1.03 -0.517
N -0.07 1.22 1.08 -0.592
H 0.46 0.53 1.61 0.249
H -0.91 -0.21 -0.13 0.180
H -0.49 -3.20 -0.18 0.139
H 0.59 0.44 -0.86 0.234
H 0.62 1.97 0.98 0.227
H -0.70 2.39 -1.10 0.291
S 0.82 -3.32 -0.01 -0.244
H 1.09 -2.01 -0.12 0.102
C -0.29 0.66 -0.25 -0.069
```

The computed energies, referenced to the most stable structure and given in eV, are w 0.000; x 0.101; y 0.284.

w:
This record from the Open Molecules 2025 dataset describes an isolated molecule of C6H9P. The level of theory is ωB97M-V/def2-TZVPD.

Summary:
HOMO-LUMO gap ... 9.01 eV
SMILES ... C1=PCC[C@@H]2C[C@H]12
Charge ... 0
Spin multiplicity ... 1

```
16
Properties=species:S:1:pos:R:3:mulliken_charge:R:1
H 1.49 1.66 -0.01 0.369
H 1.06 -2.45 -0.96 0.332
H 0.12 1.33 -2.43 0.277
C -0.07 0.67 -1.54 -0.651
H 1.96 -0.30 -1.47 0.357
C -1.23 -0.33 1.24 -0.865
C 0.70 0.91 -0.18 -0.199
C 0.93 -0.32 -1.05 -0.037
H -1.04 0.28 -1.24 0.195
H -2.19 -0.19 0.60 0.309
C -0.12 0.77 1.18 -0.685
C 0.47 -1.67 -0.52 -0.428
H -1.63 -0.48 2.22 0.400
H 0.55 0.40 1.95 0.333
P -0.49 -2.00 0.87 -0.082
H -0.51 1.75 1.33 0.375
```

x:
This record from the Open Molecules 2025 dataset describes an isolated molecule of C6H9P. The level of theory is ωB97M-V/def2-TZVPD.

Summary:
HOMO-LUMO gap ... 8.67 eV
SMILES ... CC1=CP=C[C@H]1C
Charge ... 0
Spin multiplicity ... 1

```
16
Properties=species:S:1:pos:R:3:mulliken_charge:R:1
C 0.45 0.84 0.13 0.458
C 0.57 -0.43 -0.67 0.244
H -1.38 -1.33 -0.06 0.314
H -1.52 1.46 0.64 0.303
H 0.19 -2.16 0.61 0.333
C 1.65 1.17 0.68 -0.774
C -0.64 1.72 0.03 -1.364
H 2.25 -1.89 -0.99 0.463
P 3.06 0.07 0.30 -0.146
H 0.28 -0.30 -1.67 0.427
H 1.73 2.04 1.20 0.556
H -0.43 -2.35 -1.20 0.298
C 2.05 -0.97 -0.59 -0.621
H -0.55 2.77 0.28 0.399
H -1.12 1.68 -0.97 0.291
C -0.29 -1.66 -0.28 -1.181
```

The computed energies, referenced to the most stable structure and given in eV, are w 0.388; x 0.000.

w:
This record from the Open Molecules 2025 dataset describes C2H2N2OS2 as an isolated structure. The level of theory is ωB97M-V/def2-TZVPD.

Summary:
HOMO-LUMO gap ... 8.57 eV
Charge ... 0
Spin multiplicity ... 1

```
9
Properties=species:S:1:pos:R:3:mulliken_charge:R:1
S -1.27 -1.54 -0.35 -0.203
N 0.34 1.83 0.18 -0.251
C -0.73 0.02 -0.28 0.905
S 2.01 -0.48 -0.25 -0.291
C 0.48 0.41 -0.16 -0.153
N -0.88 2.07 0.21 -0.150
O -1.55 0.95 0.03 -0.075
H 0.06 -1.69 -0.46 0.044
H 1.53 -1.57 1.09 0.174
```

x:
This record from the Open Molecules 2025 dataset describes an isolated molecule of C2H2N2OS2. The level of theory is ωB97M-V/def2-TZVPD.

Summary:
HOMO-LUMO gap ... 9.73 eV
SMILES ... Sc1noc(S)n1
Charge ... 0
Spin multiplicity ... 1

```
9
Properties=species:S:1:pos:R:3:mulliken_charge:R:1
H -0.20 -0.57 3.10 0.192
N 0.08 0.61 -0.17 -0.445
O -0.23 -1.55 -0.56 -0.219
H 0.27 1.63 -2.04 0.243
N 0.34 -1.43 0.87 -0.311
C 0.33 -0.14 0.97 0.417
C -0.07 -0.31 -1.05 0.645
S -0.58 0.43 -2.55 -0.260
S 0.41 0.81 2.49 -0.262
```

The computed energies, referenced to the most stable structure and given in eV, are w 0.816; x 0.000.